Density functional theory data (ωB97M-V with the def2-TZVPD basis set) for a gas-phase ion, C20H34NO3 (charge +1) at a distorted geometry.

Structure (XYZ):
```
58
Properties=species:S:1:pos:R:3:mulliken_charge:R:1
C -0.699 -3.494 5.047 -1.3044
C -1.060 -3.708 3.568 -0.3676
C -0.987 -2.410 2.767 -0.6041
C -0.722 -2.620 1.255 -0.5854
C -1.320 -3.903 0.643 -1.8685
N -1.115 -1.423 0.466 0.2768
C -2.423 -1.061 0.391 1.2408
C -3.544 -1.820 1.045 -1.8011
C -2.778 0.060 -0.349 -1.2782
C -1.832 0.814 -1.019 0.8151
C -2.308 2.019 -1.780 0.2700
O -2.976 2.824 -1.235 -0.4766
O -1.925 2.124 -3.056 -0.4750
C -0.498 0.436 -0.926 0.9839
O 0.454 1.157 -1.573 -0.6302
C 1.148 2.124 -0.720 -0.9039
C 1.561 3.337 -1.527 0.0755
C 0.374 4.261 -1.834 -1.9053
C 2.318 2.944 -2.805 0.6764
C 2.945 4.211 -3.410 -1.7420
C 3.426 1.892 -2.561 -1.2205
C -0.151 -0.703 -0.180 0.8505
C 1.296 -1.104 -0.108 -1.5156
C 1.902 -0.859 1.297 -1.2564
H -0.010 -2.658 5.135 0.3413
H -1.575 -3.268 5.642 0.3586
H -0.200 -4.370 5.444 0.3559
H -2.095 -4.049 3.540 0.2414
H -0.465 -4.500 3.127 0.4322
H -0.122 -1.864 3.138 0.2500
H -1.838 -1.762 2.947 0.2835
H 0.343 -2.759 1.191 0.8060
H -2.197 -4.261 1.163 0.3756
H -1.514 -3.772 -0.418 0.4180
H -0.577 -4.688 0.716 0.4419
H -4.195 -1.123 1.557 0.4717
H -3.247 -2.624 1.693 0.0555
H -4.144 -2.260 0.249 0.4434
H -3.813 0.350 -0.413 0.6277
H -1.782 1.239 -3.417 0.4333
H 0.465 2.436 0.072 0.6301
H 2.002 1.649 -0.252 0.2540
H 2.250 3.890 -0.884 0.4545
H 0.698 5.296 -1.829 0.4339
H -0.027 4.009 -2.811 0.4070
H -0.395 4.162 -1.074 0.4787
H 1.591 2.530 -3.500 0.2784
H 3.503 4.711 -2.622 0.4250
H 3.605 3.942 -4.226 0.4991
H 2.180 4.899 -3.754 0.3426
H 4.353 2.224 -3.013 0.4848
H 3.153 0.956 -3.040 0.2033
H 3.619 1.705 -1.510 0.2125
H 1.345 -2.165 -0.343 0.6679
H 1.853 -0.593 -0.878 0.5253
H 2.312 -1.766 1.731 0.3844
H 1.144 -0.490 1.979 0.2980
H 2.699 -0.125 1.263 0.4305
```

net charge	+1
HOMO level	-13.253	eV
Kohn-Sham gap	9.2	eV
maximum force	1.4	eV/Å

---

Density functional theory data (ωB97M-V with the def2-TZVPD basis set) for a gas-phase ion, CHO3S3 (charge -1) at a distorted geometry.

Structure (XYZ):
```
8
Properties=species:S:1:pos:R:3:mulliken_charge:R:1
C -1.245 0.860 -0.642 -0.1384
O 2.512 -1.594 0.597 -0.5772
O -0.048 -1.137 0.208 -0.3087
O 1.123 0.223 1.576 -0.5791
S -2.157 1.991 -1.372 -0.3438
S -1.301 -0.841 -0.766 0.1181
S 1.561 -0.481 0.341 0.5495
H -0.446 0.979 0.059 0.2797
```

net charge	-1
HOMO level	-4.784	eV
Kohn-Sham gap	7.9	eV
maximum force	3.4	eV/Å
ΔE to the lowest compared entry with this formula, charge and spin	29.5	kcal/mol

---

Density functional theory data (ωB97M-V with the def2-TZVPD basis set) for a molecular structure, C54H50AsBrCl5N3O2SSr.

Structure (XYZ):
```
118
Properties=species:S:1:pos:R:3:mulliken_charge:R:1
Sr 1.009 0.385 0.632 1.1676
C 2.495 4.732 5.629 -0.9816
C 1.401 4.084 6.490 3.0844
C 0.013 4.484 5.969 -1.0942
C 1.538 4.617 7.919 -2.4856
C 1.549 2.565 6.403 -1.2519
C 1.825 1.775 7.524 -0.3401
C 1.975 0.397 7.430 -1.2746
C 1.849 -0.201 6.189 0.9611
S 1.991 -1.869 5.732 -0.5432
C 1.656 -1.400 4.022 -0.2211
N 1.469 -0.136 3.874 -0.0367
C 1.569 0.572 5.044 -1.2052
C 1.420 1.949 5.164 0.5580
C 1.586 -2.397 2.965 1.0563
C 1.870 -3.745 3.235 -0.8619
C 1.749 -4.693 2.239 -1.0490
C 1.324 -4.286 0.975 -0.9462
C 1.068 -2.945 0.726 1.4024
C 1.197 -1.939 1.694 -0.9262
H 2.444 5.823 5.689 0.4836
H 2.398 4.443 4.583 -0.2262
H 3.481 4.411 5.973 0.4350
H -0.126 5.567 6.023 0.3427
H -0.763 4.004 6.570 0.4593
H -0.126 4.176 4.934 -0.1487
H 1.409 5.701 7.911 0.4532
H 2.523 4.398 8.336 0.4576
H 0.774 4.192 8.574 0.4555
H 1.930 2.237 8.497 0.4532
H 2.188 -0.195 8.311 0.3585
H 1.205 2.511 4.262 -0.0242
H 2.192 -4.042 4.230 0.3339
H 1.981 -5.733 2.436 0.3241
H 1.197 -5.024 0.187 0.4267
H 0.731 -2.670 -0.266 0.4484
O -2.316 6.920 -2.335 -0.5714
C -1.501 5.927 -1.888 0.8253
C -0.823 6.014 -0.675 -0.7392
C -0.015 4.958 -0.298 -1.4718
N 0.133 3.853 -1.025 -0.0173
C -0.514 3.800 -2.172 0.0106
Br -0.299 2.180 -3.145 -0.1623
C -1.334 4.797 -2.673 -0.5994
H -2.372 7.600 -1.659 0.2854
H -0.928 6.889 -0.043 0.3199
H 0.550 4.990 0.627 1.4256
H -1.825 4.698 -3.630 0.4761
C -6.417 -3.473 -4.320 -1.6548
C -4.993 -3.015 -4.145 0.8446
C -3.934 -3.902 -4.169 -1.0739
C -2.614 -3.498 -3.954 1.4423
C -1.603 -4.620 -3.914 -2.2044
C -2.322 -2.143 -3.743 -0.2534
As -0.579 -1.235 -3.329 1.9547
N -0.710 -1.116 -1.534 0.3535
C -1.597 -1.802 -0.753 0.3907
C -1.873 -3.186 -0.822 0.0593
C -2.783 -3.795 0.021 -1.0108
C -3.464 -3.070 0.993 -0.7811
C -3.183 -1.713 1.111 -0.4152
C -2.278 -1.098 0.268 -0.4702
C 0.805 -2.539 -4.111 -0.3195
C 0.658 -2.938 -5.446 0.8193
C -0.410 -2.366 -6.355 -2.0876
C 1.545 -3.852 -6.009 -0.6371
C 2.622 -4.354 -5.295 1.0044
C 3.547 -5.390 -5.880 -1.5585
C 2.857 -3.824 -4.034 -0.6489
C 1.994 -2.898 -3.454 1.1228
C 2.447 -2.226 -2.186 -1.6317
C -3.403 -1.236 -3.717 0.2490
C -3.203 0.236 -3.450 -1.8185
C -4.705 -1.677 -3.911 -1.0160
H -6.462 -4.539 -4.545 0.3572
H -6.907 -2.926 -5.129 0.3421
H -6.985 -3.293 -3.404 0.3267
H -4.136 -4.957 -4.330 0.2808
H -2.084 -5.528 -3.546 0.4729
H -0.755 -4.398 -3.272 0.0961
H -1.215 -4.836 -4.911 0.4056
H -1.319 -3.787 -1.529 0.5950
H -2.958 -4.863 -0.067 0.3905
H -4.176 -3.551 1.652 0.3705
H -3.686 -1.123 1.870 0.3889
H -2.091 -0.031 0.364 0.0610
H -1.087 -1.702 -5.827 0.3721
H -1.001 -3.152 -6.831 0.3277
H 0.075 -1.793 -7.150 0.4754
H 1.386 -4.177 -7.035 0.2477
H 3.248 -5.657 -6.894 0.3507
H 3.541 -6.296 -5.270 0.3179
H 4.575 -5.021 -5.911 0.3373
H 3.749 -4.118 -3.486 0.4089
H 3.384 -1.699 -2.376 0.6311
H 2.641 -2.933 -1.381 0.2914
H 1.718 -1.497 -1.841 -0.3885
H -2.816 0.393 -2.440 0.2640
H -4.151 0.769 -3.541 0.3473
H -2.483 0.672 -4.144 0.2234
H -5.519 -0.961 -3.867 0.3190
Cl -1.918 2.306 2.109 -0.3047
C -0.548 3.362 2.338 2.0635
C 0.697 2.878 1.960 -1.5517
C 1.741 3.774 2.172 1.4056
Cl 3.349 3.260 1.762 -0.1527
C 1.576 5.056 2.699 -1.3746
Cl 2.921 6.130 2.914 -0.1164
C 0.299 5.490 3.054 0.8708
Cl 0.057 7.072 3.704 -0.2076
C -0.779 4.628 2.874 -0.9945
Cl -2.371 5.155 3.316 -0.2057
C 3.411 1.658 -1.842 -0.7011
C 3.320 0.762 -0.588 0.4656
O 4.372 0.221 -0.235 -0.7434
H 4.451 1.793 -2.178 0.3865
H 2.953 2.631 -1.637 0.0523
H 2.832 1.181 -2.640 0.0107
```

net charge	-2
HOMO level	-1.031	eV
Kohn-Sham gap	4.5	eV
maximum force	0.9	eV/Å
ΔE to the lowest compared entry with this formula, charge and spin	90.6	kcal/mol

---

Density functional theory data (ωB97M-V with the def2-TZVPD basis set) for a molecular structure, C31H47CoNO4P2 at a distorted geometry.

Structure (XYZ):
```
86
Properties=species:S:1:pos:R:3:mulliken_charge:R:1
Co 0.651 -1.325 -1.335 0.0801
C -0.218 -2.789 0.747 0.7720
C 1.150 -2.867 0.235 1.0225
C 1.057 -1.350 2.019 0.7631
C -0.269 -1.818 1.774 0.4145
C 1.925 -1.963 1.096 0.3849
C -1.309 -3.753 0.467 -1.7648
H -1.148 -4.323 -0.454 0.3335
H -2.298 -3.279 0.390 0.3785
H -1.367 -4.469 1.301 0.4461
C -1.471 -1.380 2.525 -1.0381
H -2.399 -1.692 2.023 0.3585
H -1.503 -0.275 2.590 -0.0865
H -1.463 -1.764 3.564 0.4581
C 1.406 -0.420 3.118 -1.3631
H 1.174 -0.856 4.103 0.3925
H 0.811 0.503 3.045 0.0286
H 2.461 -0.133 3.100 0.4267
C 3.393 -1.953 1.202 -1.9101
H 3.670 -2.600 2.045 0.4447
H 3.814 -0.965 1.415 0.4020
H 3.895 -2.334 0.308 0.3662
C 1.718 -4.076 -0.432 -1.7015
H 1.889 -4.927 0.245 0.3280
H 2.678 -3.853 -0.901 0.4337
H 1.052 -4.432 -1.219 0.4117
C -1.471 0.166 -4.696 -0.3507
C -1.469 -1.159 -4.948 -0.3863
C -0.500 -1.848 -5.869 -0.9814
C 0.962 -1.357 -5.792 -1.0748
C 1.387 -0.911 -4.420 -0.2391
C 1.409 0.387 -4.100 -0.2861
C 0.758 1.458 -4.957 -1.4313
C -0.690 1.195 -5.466 -0.7367
H -0.883 -1.734 -6.899 0.3786
H 1.075 -0.520 -6.498 0.2815
H -0.508 -2.927 -5.654 0.3982
H -0.650 0.918 -6.534 0.3699
H -2.218 0.591 -4.005 0.7604
H -2.336 -1.782 -4.653 0.5462
H -1.256 2.147 -5.394 0.4045
H 0.736 2.400 -4.388 0.1105
H 2.042 0.777 -3.300 0.7063
H 1.408 1.657 -5.828 0.5852
H 1.623 -2.175 -6.127 0.4781
H 1.765 -1.701 -3.765 0.6630
P -1.143 -0.044 -0.819 0.8280
P 1.650 0.914 -0.452 1.0358
C -0.668 1.333 -1.939 0.7519
C 0.565 2.082 -1.392 -1.3926
H -1.510 2.005 -2.136 0.8861
H -0.417 0.881 -2.900 -1.6399
H 1.162 2.565 -2.182 0.5821
H 0.241 2.860 -0.680 0.6261
C 2.130 1.950 0.944 -1.3634
H 2.815 1.427 1.616 0.3303
H 1.230 2.245 1.499 0.0537
H 2.623 2.859 0.576 0.5449
C 3.231 0.565 -1.300 -1.5848
H 3.615 1.442 -1.835 0.5353
H 3.109 -0.280 -1.998 0.4203
H 3.966 0.259 -0.544 0.4178
C -2.744 0.403 -0.119 -1.1432
H -3.319 -0.486 0.184 0.4367
H -3.341 0.977 -0.847 0.5703
H -2.551 1.043 0.759 0.0624
C -1.412 -1.527 -1.886 -0.5578
H -0.524 -2.250 -1.969 0.0625
H -1.631 -1.217 -2.896 -0.2422
H -2.256 -2.124 -1.523 0.6624
O -1.109 3.928 2.302 -0.7967
C -1.129 2.799 2.852 0.0616
O -0.924 1.666 2.307 -0.2479
C -1.400 2.819 4.356 0.4570
C -1.255 1.651 5.149 0.2857
C -1.434 1.675 6.530 -0.5279
C -1.778 2.885 7.172 -0.1000
C -1.962 4.056 6.400 -0.3979
C -1.773 4.017 5.020 -0.7601
N -1.963 2.909 8.584 0.9328
O -1.801 1.845 9.227 -0.5857
O -2.282 4.000 9.114 -0.5809
H -1.000 0.701 4.676 0.0216
H -1.322 0.771 7.126 0.4456
H -2.257 4.975 6.903 0.4721
H -1.917 4.933 4.445 0.4603
```

net charge	+1
HOMO level (spin up / spin down)	-10.505 / -10.505	eV
expectation value of S²	6.032
2S+1	5
Kohn-Sham gap (spin up / spin down)	6.9 / 5.2	eV
maximum force	3.5	eV/Å

---

Density functional theory data (ωB97M-V with the def2-TZVPD basis set) for a gas-phase ion, C6H7N4O3S (charge +1) at a distorted geometry.

Structure (XYZ):
```
21
Properties=species:S:1:pos:R:3:mulliken_charge:R:1
C 2.832 0.037 1.997 -1.3111
C 1.742 -0.953 1.621 0.4577
O 1.660 -2.140 1.830 -0.4991
C 0.631 -0.431 0.754 0.7944
C 0.657 0.451 -0.271 -0.8739
C -0.467 0.654 -1.161 -0.2521
N -0.994 2.128 -0.925 0.9018
O -1.777 2.192 0.063 -0.5471
O -0.474 2.968 -1.562 -0.4784
C -1.618 -0.562 -0.705 0.6411
N -2.942 -0.275 -0.948 -0.4761
N -1.186 -1.674 -1.282 0.5994
N -0.785 -2.522 -1.866 -0.4227
S -0.896 -1.275 1.056 -0.1402
H 2.302 0.921 2.129 0.4481
H 3.571 0.063 1.131 0.3184
H 3.411 -0.466 2.801 0.3625
H 1.538 0.887 -0.628 0.4702
H -0.380 0.552 -2.330 0.4481
H -3.581 -1.156 -1.144 0.3093
H -3.244 0.600 -0.563 0.2499
```

net charge	+1
HOMO level	-13.453	eV
Kohn-Sham gap	7.7	eV
maximum force	5.3	eV/Å
ΔE to the lowest compared entry with this formula, charge and spin	81.3	kcal/mol

---

Density functional theory data (ωB97M-V with the def2-TZVPD basis set) for a molecular structure, C62H53BF2GeN7O2Ti.

Structure (XYZ):
```
129
Properties=species:S:1:pos:R:3:mulliken_charge:R:1
Ti 1.531 -0.842 -0.290 -1.0162
C -3.042 1.700 -3.885 -1.5522
C -2.510 0.310 -3.795 0.9967
C -2.556 -0.704 -4.727 -1.3948
C -1.906 -1.790 -4.110 0.0028
N -1.489 -1.455 -2.898 -0.6657
N -1.864 -0.172 -2.704 0.2867
B -1.449 0.517 -1.403 -0.2769
N -1.397 -0.590 -0.306 0.3525
N -0.377 -1.496 -0.167 1.8283
C -0.841 -2.530 0.563 -1.0314
C -2.161 -2.292 0.897 -1.6623
C -2.482 -1.065 0.317 0.8747
C -3.791 -0.356 0.302 -1.0734
C 0.037 -3.681 0.857 0.4156
C 0.393 -3.993 2.168 -0.3329
C 1.223 -5.072 2.419 -0.9067
C 1.690 -5.853 1.369 -0.7306
C 1.322 -5.558 0.066 -0.6615
C 0.498 -4.471 -0.194 0.3764
N -0.057 1.222 -1.527 0.4951
N 1.118 0.544 -1.717 0.2838
C 2.099 1.470 -1.860 -0.5162
C 1.548 2.732 -1.797 -1.2346
C 0.183 2.538 -1.578 0.6126
C -0.863 3.584 -1.416 -0.7850
C 3.500 1.021 -1.890 0.3795
C 4.405 1.548 -0.968 -0.3157
C 5.705 1.075 -0.926 -0.8703
C 6.110 0.078 -1.806 -0.4776
C 5.220 -0.430 -2.743 -0.7757
C 3.918 0.040 -2.789 0.2086
C -1.615 -3.138 -4.623 0.5908
C -1.284 -3.337 -5.962 -0.7748
C -0.929 -4.599 -6.417 -0.7337
C -0.902 -5.676 -5.540 -0.5633
C -1.246 -5.487 -4.207 -0.5239
C -1.603 -4.227 -3.753 0.0477
H -3.725 1.776 -4.728 0.4514
H -2.239 2.422 -4.048 0.2227
H -3.577 1.982 -2.977 0.2546
H -3.024 -0.669 -5.696 0.6161
H -2.230 1.359 -1.078 -0.2526
H -2.818 -2.934 1.456 0.6967
H -4.519 -0.918 0.882 0.4929
H -4.160 -0.257 -0.720 0.2249
H -3.703 0.647 0.723 -0.0116
H 0.039 -3.369 2.977 0.4549
H 1.507 -5.306 3.436 0.4457
H 2.335 -6.699 1.570 0.4521
H 1.668 -6.177 -0.751 0.5261
H 0.192 -4.243 -1.208 0.4794
H 2.054 3.677 -1.895 0.6364
H -0.397 4.567 -1.437 0.4490
H -1.374 3.469 -0.461 -0.2496
H -1.611 3.526 -2.204 0.1488
H 4.070 2.302 -0.267 0.4540
H 6.402 1.474 -0.202 0.4409
H 7.125 -0.295 -1.767 0.4802
H 5.545 -1.190 -3.442 0.4209
H 3.222 -0.338 -3.528 0.6359
H -1.288 -2.495 -6.643 0.4245
H -0.672 -4.742 -7.458 0.4162
H -0.632 -6.660 -5.898 0.4122
H -1.249 -6.327 -3.525 0.4682
H -1.882 -4.070 -2.718 0.4592
F 5.825 -1.073 3.059 -0.3681
C 5.187 -1.604 2.009 0.2588
C 4.048 -0.979 1.532 -0.9380
C 3.390 -1.512 0.435 1.8053
C 3.911 -2.656 -0.196 -0.8387
C 5.032 -3.268 0.352 0.9521
F 5.535 -4.386 -0.202 -0.3548
C 5.691 -2.763 1.452 -1.1881
C 3.236 -3.075 -1.430 0.7656
C 3.584 -4.134 -2.256 -0.9317
C 2.855 -4.358 -3.413 -1.3637
C 1.790 -3.530 -3.734 -0.5562
C 1.491 -2.496 -2.869 -0.7229
N 2.198 -2.274 -1.754 1.6499
H 3.709 -0.085 2.037 0.5859
H 6.569 -3.249 1.850 0.5679
H 4.410 -4.775 -1.998 0.7283
H 3.119 -5.182 -4.063 0.5011
H 1.190 -3.683 -4.620 0.5867
H 0.652 -1.837 -3.048 0.1762
O 1.108 -1.074 2.106 -0.2914
C 1.127 0.155 2.026 0.1803
O 1.602 0.684 0.919 0.6250
C 0.511 1.113 2.990 -1.4366
C -0.891 1.413 2.416 -0.1172
Ge -1.780 3.028 3.097 2.1473
C -3.621 2.868 2.463 -0.1295
C -4.572 2.143 3.181 -0.3659
C -5.838 1.918 2.659 -0.8183
C -6.171 2.413 1.405 -0.5903
C -5.239 3.145 0.684 -0.6096
C -3.976 3.373 1.213 0.0173
C -0.951 4.587 2.269 0.0362
C 0.254 4.485 1.573 0.2428
C 0.843 5.605 0.999 -0.8572
C 0.227 6.843 1.102 -0.4779
C -0.979 6.959 1.780 -0.8847
C -1.559 5.840 2.360 -0.1648
C -1.620 3.043 5.034 -0.1245
C -1.299 4.197 5.744 -0.4338
C -1.188 4.169 7.127 -0.6830
C -1.395 2.985 7.817 -0.5195
C -1.709 1.824 7.123 -0.8282
C -1.818 1.855 5.741 0.0336
H 1.125 2.012 3.041 0.4284
H 0.439 0.672 3.983 0.5629
H -1.541 0.551 2.584 0.7119
H -0.832 1.544 1.331 -0.7636
H -4.329 1.757 4.166 0.3418
H -6.567 1.360 3.232 0.4494
H -7.159 2.240 0.999 0.4070
H -5.502 3.550 -0.286 0.4219
H -3.265 3.967 0.649 0.2189
H 0.743 3.523 1.456 -0.2631
H 1.785 5.509 0.473 0.4374
H 0.686 7.718 0.659 0.4247
H -1.466 7.922 1.859 0.4187
H -2.505 5.945 2.881 0.4966
H -1.127 5.127 5.213 0.3435
H -0.938 5.074 7.666 0.4161
H -1.310 2.964 8.896 0.3828
H -1.867 0.898 7.660 0.4193
H -2.056 0.937 5.211 0.3530
```

net charge	+1
HOMO level	-10.493	eV
Kohn-Sham gap	6.7	eV
maximum force	0.9	eV/Å
ΔE to the lowest compared entry with this formula, charge and spin	8.6	kcal/mol

---

Density functional theory data (ωB97M-V with the def2-TZVPD basis set) for 2 unconnected molecules or ions with the total composition C6H8N2O2 at a distorted geometry.

Structure (XYZ):
```
18
Properties=species:S:1:pos:R:3:mulliken_charge:R:1
C 2.934 -1.392 -1.310 0.0382
C 1.925 -0.893 -0.867 -1.0253
C 0.721 -0.279 -0.372 1.4975
N 0.491 1.171 -0.509 -0.6544
C -0.370 0.258 -1.239 -0.3556
C -1.704 0.001 -0.568 -0.5881
N -1.338 -0.520 0.739 -0.1929
C 0.062 -0.798 0.903 -0.0152
O 0.541 -1.606 1.679 -0.6189
H 3.813 -1.803 -1.774 0.4481
H 1.191 1.595 -1.114 0.2942
H -0.289 0.205 -2.324 0.4651
H -2.277 -0.743 -1.139 0.3311
H -2.294 0.924 -0.483 0.2445
H -2.019 -0.961 1.343 0.1833
O -0.314 1.374 2.641 -0.6748
H -1.259 1.389 2.179 0.3146
H 0.185 2.078 2.214 0.3086
```

HOMO level	-9.351	eV
Kohn-Sham gap	10.1	eV
maximum force	3.6	eV/Å
ΔE to the lowest compared entry with this formula, charge and spin	80.5	kcal/mol

---

Q: Which M values were calculated for the entries above? A: 336.496, 157.217, 1224.791, 618.601, 215.214, 1097.438, 140.142, in g mol⁻¹.